(1)
{
  "formula": "C7H14N2O5PS",
  "method": "wB97M-V/def2-TZVPD",
  "total_charge": 1,
  "lumo_ev": -5.47,
  "species": ["C", "C", "O", "C", "C", "O", "S", "O", "C", "N", "P", "O", "O", "H", "H", "H", "H", "H", "H", "H", "H", "H", "H", "H", "C", "C", "N", "H", "H", "H"],
  "xyz": [[-3.85, 0.00, 2.18], [-3.18, -1.05, 1.23], [-1.76, -0.94, 1.42], [-1.06, -2.04, 0.86], [0.16, -2.33, 1.77], [1.46, -1.93, 1.23], [1.41, -0.46, 0.54], [2.94, -0.30, -0.13], [2.89, -0.61, -1.44], [2.68, -0.50, -2.53], [1.27, 1.13, 2.07], [1.70, 2.50, 1.25], [2.44, 0.89, 3.17], [-3.09, 0.78, 2.35], [-4.07, -0.43, 3.18], [-4.74, 0.44, 1.70], [-3.41, -0.77, 0.19], [-3.59, -2.04, 1.51], [-1.73, -2.93, 0.94], [-0.82, -1.94, -0.22], [0.22, -3.43, 1.89], [-0.04, -1.93, 2.78], [1.22, 2.51, 0.39], [2.93, 1.74, 3.28], [2.06, 2.01, -4.83], [0.91, 2.85, -5.20], [0.02, 3.49, -5.48], [1.73, 1.14, -4.27], [2.58, 1.67, -5.73], [2.76, 2.59, -4.22]]
}

=====

(2)
{
  "formula": "C12H18IN2O4OsPS2",
  "method": "wB97M-V/def2-TZVPD",
  "total_charge": 0,
  "lumo_ev": [-2.66, -2.66],
  "species": ["Os", "S", "C", "C", "N", "C", "S", "C", "N", "I", "C", "C", "C", "C", "O", "P", "O", "O", "O", "C", "C", "C", "C", "H", "H", "H", "H", "H", "H", "H", "H", "H", "H", "H", "H", "H", "H", "H", "H", "H", "H"],
  "xyz": [[-0.27, -0.88, 1.49], [-1.34, -2.06, 2.99], [-1.46, -1.10, 4.38], [-2.11, -1.65, 5.53], [-2.62, -2.09, 6.46], [-0.92, 0.16, 4.35], [-0.18, 0.67, 2.91], [-0.94, 1.07, 5.45], [-0.95, 1.82, 6.32], [2.07, -1.89, 2.00], [0.41, 3.52, 0.44], [0.62, 2.32, -0.46], [2.01, 1.72, -0.28], [0.35, 2.66, -1.91], [-0.34, 1.30, 0.04], [-1.21, 0.24, -0.79], [-1.93, 0.70, -1.96], [-1.95, -0.45, 0.40], [-0.01, -0.83, -1.02], [0.08, -1.91, -2.04], [-1.23, -2.08, -2.79], [0.42, -3.17, -1.26], [1.21, -1.49, -2.96], [0.97, 4.37, 0.05], [0.74, 3.33, 1.46], [-0.65, 3.79, 0.46], [2.76, 2.47, -0.53], [2.14, 0.85, -0.93], [2.16, 1.41, 0.75], [1.05, 3.44, -2.22], [-0.67, 3.02, -2.05], [0.49, 1.79, -2.56], [-2.05, -2.28, -2.11], [-1.12, -2.93, -3.46], [-1.48, -1.20, -3.38], [-0.35, -3.37, -0.51], [1.38, -3.08, -0.76], [0.45, -4.02, -1.94], [0.95, -0.58, -3.50], [1.40, -2.28, -3.68], [2.12, -1.32, -2.38]]
}